1.
ORCA calculation (ωB97M-V/def2-TZVPD) on 2 unconnected molecules or ions with the total composition C2H3NO3 at a distorted geometry.

As for the total charge: 0. The expectation value of S² is 2.007. The HOMO-LUMO gap (spin up / spin down) is 8.359 / 11.181 eV. As for the multiplicity: 3. Its molar mass is 89.05 g/mol.

Positions of all 9 atoms, in Å:
H (-0.456, 0.813, -0.273)
O (-1.448, -1.786, 0.345)
C (-3.723, 0.427, -0.110)
N (-1.224, -0.899, -0.473)
H (0.421, -0.471, -1.101)
O (-4.779, 0.068, 0.125)
O (-2.628, 0.728, -0.269)
C (-0.049, -0.105, -0.146)
H (0.550, -0.452, 0.716)


2.
ORCA calculation (ωB97M-V/def2-TZVPD) on 2 unconnected molecules or ions with the total composition C3H10NOS at a distorted geometry.

As for the total charge: +1. The HOMO-LUMO gap (spin up / spin down) is 8.618 / 8.617 eV. Its molar mass is 108.19 g/mol.

Positions of all 16 atoms, in Å:
H (0.548, 1.651, -1.030)
O (-1.946, -1.079, -0.664)
H (-0.371, -2.362, -0.315)
H (-1.221, -1.555, 1.147)
H (1.757, -0.816, -0.455)
H (0.868, 0.429, -2.206)
H (-0.534, 2.376, 1.242)
H (1.629, -0.207, 1.832)
H (1.714, 1.414, 0.876)
H (-2.806, -0.782, -0.391)
C (-1.045, -1.513, 0.119)
C (1.132, 0.459, 1.029)
S (-0.442, 1.080, 1.698)
H (-0.618, 0.531, -1.367)
N (0.901, -0.236, -0.213)
C (0.436, 0.610, -1.302)


3.
ORCA calculation (ωB97M-V/def2-TZVPD) on 12 unconnected molecules or ions with the total composition C39H69F3O15S6 at a distorted geometry.

As for the total charge: +1. The expectation value of S² is 0.758. The HOMO-LUMO gap (spin up / spin down) is 8.287 / 3.932 eV. As for the multiplicity: 2. Its molar mass is 1027.36 g/mol.

Positions of all 132 atoms, in Å:
C (-6.151, -0.516, 4.767)
C (2.252, -1.538, -5.212)
H (3.361, 3.308, -5.237)
S (1.365, 4.212, -3.934)
O (-3.327, -3.206, 1.693)
C (1.737, -3.832, -4.589)
H (4.706, -0.001, -1.728)
H (-5.909, -0.904, -5.348)
O (0.534, 1.027, -0.860)
H (4.824, -1.273, -3.041)
C (2.292, -2.583, -4.234)
H (-1.496, -1.800, 6.924)
H (-2.528, 1.448, -4.314)
H (-0.964, -5.905, 0.060)
C (-6.018, -0.801, -1.996)
H (1.905, -4.710, -3.983)
H (2.203, 4.212, -6.241)
C (-6.462, -0.655, -3.265)
F (-5.669, 3.899, -0.911)
C (0.849, 1.579, 3.836)
C (-4.832, 3.302, -1.782)
C (-4.451, 2.431, -3.959)
C (2.197, 6.073, 0.423)
C (2.905, -3.243, 2.453)
H (6.616, 2.722, -2.708)
O (1.694, -3.068, 5.685)
H (1.600, 1.090, 3.214)
C (-4.304, -3.281, 2.731)
H (-4.997, -2.439, 2.715)
H (-3.059, 0.095, 6.962)
C (-4.138, -2.080, -2.695)
H (-6.160, -1.430, 5.361)
C (-2.323, -4.147, 1.545)
H (-1.685, 1.925, -2.131)
H (-6.427, -0.896, 3.784)
C (-4.517, -1.739, -4.023)
H (1.086, 1.724, -4.333)
H (-4.194, -1.243, 6.892)
H (6.977, -0.449, 1.997)
H (1.009, 1.154, 4.827)
S (0.140, -3.130, 5.578)
H (6.090, -1.180, -1.875)
H (-0.207, -1.081, 4.374)
O (3.929, 5.371, 2.573)
H (-4.617, -1.713, -0.645)
H (2.187, 7.147, 0.612)
C (1.845, 0.740, -1.332)
H (4.606, 3.212, 0.478)
H (-3.185, 2.900, -0.306)
C (1.067, -2.901, -6.761)
H (3.272, 5.013, -5.163)
H (8.069, 1.705, -2.680)
C (-5.259, 3.045, -3.065)
H (8.017, -1.789, 1.235)
H (2.275, 1.417, -2.070)
H (2.563, 0.631, -0.519)
H (-6.560, -0.391, -1.156)
C (-3.168, 1.942, -3.598)
S (6.174, 0.514, -3.666)
O (4.268, -3.307, 2.439)
O (2.163, 3.915, -2.681)
H (6.752, 1.581, -1.453)
O (-2.036, -5.093, 2.324)
H (0.000, 4.817, 5.396)
C (1.688, -1.700, -6.477)
O (2.249, 3.963, 3.662)
C (2.642, 4.127, -5.247)
C (5.352, -0.571, -2.396)
H (-0.262, -2.294, 7.919)
C (-5.670, -1.096, -4.313)
C (-4.080, -0.177, 6.697)
H (-7.437, -0.239, -3.473)
H (-1.574, -2.241, 4.231)
F (-3.690, -2.189, -4.988)
C (-3.582, 2.765, -1.302)
C (-4.897, -1.520, -1.670)
C (7.322, -1.482, 2.016)
H (-4.739, 0.405, 7.341)
C (6.993, 1.719, -2.507)
H (0.813, 3.429, 5.970)
H (-0.446, 2.768, -4.054)
H (-3.823, -3.444, 3.695)
H (-3.271, -0.009, 0.842)
H (2.468, -4.142, 2.019)
O (4.396, -1.069, 1.921)
H (-2.031, -1.152, 1.264)
H (2.383, -2.373, 2.055)
S (-4.566, 0.334, 4.971)
H (-0.885, 3.136, 5.310)
H (7.928, -1.530, 2.920)
H (-0.299, -2.405, 3.092)
C (-0.576, -4.887, 0.107)
H (0.643, -3.294, -7.673)
H (-4.927, 2.154, -4.889)
H (-0.013, -4.545, -0.761)
H (1.855, -0.220, -1.847)
C (0.539, 2.650, -4.507)
H (1.488, 5.767, 1.192)
O (6.272, -2.476, 2.212)
H (3.053, 3.521, -0.428)
H (2.726, -0.583, -5.042)
H (2.790, -2.455, -3.284)
C (-0.062, 0.283, 0.119)
H (0.739, -4.908, -6.172)
H (0.117, -4.888, 0.949)
O (0.466, -0.605, 0.707)
C (-2.715, 2.223, -2.263)
H (-3.280, -2.735, -2.657)
H (0.145, -1.010, 6.780)
S (0.786, 3.431, 3.573)
C (0.026, 3.733, 5.279)
O (-1.350, 0.708, 0.188)
F (1.823, -0.714, -7.379)
H (-4.806, -4.237, 2.580)
H (1.997, 5.738, -0.595)
S (3.848, 5.353, 1.024)
C (-2.212, -0.092, 1.087)
H (2.534, -3.369, 3.470)
C (-0.499, -2.099, 4.119)
H (-7.005, 0.036, 5.159)
O (4.895, 1.158, -4.144)
H (-0.124, 1.177, 3.555)
C (-0.415, -1.938, 6.901)
H (3.062, 2.983, 1.232)
O (-3.630, -0.560, 4.069)
C (3.592, 3.611, 0.516)
C (4.889, -2.139, 2.166)
O (-1.680, -3.955, 0.441)
H (-6.283, 3.248, -3.340)
H (-2.195, 0.320, 2.097)
H (0.508, 2.732, -5.593)
C (1.111, -3.955, -5.825)


4.
ORCA calculation (ωB97M-V/def2-TZVPD) on 3 unconnected molecules or ions with the total composition C34H68ClN2O8 at a distorted geometry.

As for the total charge: +1. The HOMO-LUMO gap is 6.164 eV. Its molar mass is 668.38 g/mol.

Positions of all 113 atoms, in Å:
H (2.727, -3.485, -4.898)
H (2.399, -7.357, -5.415)
Cl (-3.374, 7.404, 2.095)
H (-3.242, -1.816, 2.396)
N (-1.140, 4.431, 2.795)
O (3.489, -5.996, -1.466)
C (-3.084, -5.027, 1.587)
N (-2.129, 5.313, 2.904)
C (2.262, 5.653, 0.436)
C (0.868, 5.424, -0.197)
C (-1.227, 6.319, 0.882)
H (-1.248, -4.413, 5.338)
C (-2.895, 1.940, 2.606)
C (2.648, 1.795, 0.367)
C (-1.443, 2.034, 3.090)
H (-0.765, 1.868, 2.253)
C (-3.232, 2.147, 0.128)
H (2.034, -4.395, -6.258)
H (-1.871, 3.532, 4.551)
C (-0.209, 4.457, 1.867)
H (4.098, 5.462, -0.671)
C (-3.017, 1.182, 1.284)
H (-1.818, 1.229, -2.874)
H (-2.231, -5.079, 0.909)
H (-3.440, 6.921, -2.615)
C (-0.190, 5.407, 0.854)
H (-1.418, 5.863, -1.568)
O (-1.723, -5.328, 3.590)
O (5.306, -6.842, -3.757)
H (-1.869, -2.029, 0.394)
H (5.046, -4.717, -1.134)
C (-3.988, 5.589, -1.041)
H (3.081, -6.592, 0.472)
H (2.844, 1.061, 2.381)
H (-4.501, 5.088, -1.851)
C (4.069, -7.444, -4.104)
C (-2.631, -2.717, 2.275)
H (0.689, -2.890, -0.375)
H (4.792, -4.834, -3.579)
C (3.235, -6.706, -5.131)
H (-0.963, -1.470, 1.822)
O (-3.523, -3.686, 1.763)
H (2.413, 2.741, 0.852)
H (2.228, -7.454, -0.826)
H (-2.622, -6.852, 2.568)
C (-0.741, 2.416, -1.468)
H (2.529, 6.702, 0.398)
H (-3.741, -5.812, 3.468)
H (4.346, -8.398, -4.558)
H (-4.753, 5.862, -0.321)
H (-2.127, 0.568, 1.158)
C (3.181, -7.013, -0.534)
H (-3.767, 2.029, -1.965)
H (-0.922, -3.546, -0.802)
H (6.372, -5.328, -3.017)
H (3.937, -7.803, -0.529)
C (-2.834, -5.815, 2.855)
H (-3.739, 7.757, -1.113)
H (-2.562, 3.002, 0.241)
H (3.843, -6.521, -6.023)
C (3.389, 4.795, -0.200)
H (-3.296, 4.902, -0.563)
H (-1.246, 3.354, -1.252)
H (2.255, 5.389, 1.492)
H (-0.102, 2.574, -2.329)
C (-1.735, 1.286, -1.790)
C (2.518, 0.680, 1.421)
H (-3.913, -5.519, 1.073)
C (4.869, -5.699, -1.593)
H (-0.122, 3.297, 4.214)
O (4.122, 4.050, 0.747)
H (-1.779, -6.096, 5.514)
H (-3.352, 2.924, 2.514)
C (-0.092, -3.604, -0.090)
H (3.532, 3.667, 1.398)
H (3.150, -0.153, 1.133)
O (-1.355, 7.289, -0.024)
H (1.490, 0.340, 1.485)
O (2.693, -5.494, -4.629)
H (2.939, 4.116, -0.927)
C (-3.284, 6.871, -1.539)
H (-3.883, 0.533, 1.368)
H (3.800, -4.376, -5.989)
H (-4.239, 2.545, 0.246)
C (-1.475, -2.336, 1.371)
H (3.639, 1.815, -0.072)
C (-2.141, 6.222, 1.962)
H (-2.967, -4.804, 5.177)
H (-2.276, -2.987, 3.272)
H (0.860, 4.478, -0.731)
H (5.479, -6.437, -1.063)
H (-3.464, 1.440, 3.385)
C (-1.122, 3.334, 3.799)
C (5.319, -5.622, -3.038)
C (-3.159, 1.492, -1.244)
H (-1.337, 0.321, -1.494)
C (1.617, 1.650, -0.773)
C (0.213, 2.034, -0.291)
H (0.324, -4.609, -0.132)
H (1.922, 2.325, -1.567)
C (2.822, -4.391, -5.497)
H (-1.308, 7.529, -2.061)
H (-0.229, 1.194, 0.232)
H (0.557, 3.699, 1.906)
C (-1.789, 6.866, -1.354)
H (3.481, -7.682, -3.216)
O (-0.523, -3.368, 1.236)
H (-1.248, 1.229, 3.794)
H (0.294, 2.899, 0.372)
H (-3.607, 0.506, -1.131)
H (0.665, 6.245, -0.870)
C (-1.953, -5.160, 4.973)
H (1.585, 0.618, -1.114)